# 1
The following is a DFT calculation (wB97M-V/def2-TZVPD) of 11 unconnected molecules or ions with the total composition C29H51Br2N10O2P2 at a distorted geometry.

```
96
C29H51Br2N10O2P2 wB97M-V/def2-TZVPD
C -0.494 -2.669 0.663
C -1.423 -1.462 0.535
C -0.801 -0.115 0.160
Br -0.104 0.751 1.806
P 0.398 -0.099 -1.363
P 2.261 -0.645 -0.214
C 3.253 -1.836 -1.227
C 3.091 -1.793 -2.762
C 3.335 0.825 0.061
C 4.044 1.394 -1.189
O -1.042 0.342 -2.314
C -0.787 1.540 -2.978
C 0.127 2.401 -2.065
Br -1.057 3.719 -1.070
O 0.711 1.642 -1.132
H -1.017 -3.454 1.217
H -0.277 -3.091 -0.314
H 0.414 -2.424 1.204
H -2.242 -1.656 -0.162
H -1.893 -1.324 1.513
H -1.610 0.542 -0.135
H 0.148 -1.456 -1.770
H 1.118 0.065 -2.617
H 4.317 -1.701 -1.017
H 3.015 -2.846 -0.893
H 2.155 -2.243 -3.084
H 3.067 -0.760 -3.105
H 3.939 -2.270 -3.254
H 2.794 1.615 0.575
H 4.097 0.491 0.760
H 4.941 1.940 -0.906
H 3.355 2.077 -1.683
H 4.324 0.586 -1.861
H -0.344 1.371 -3.966
H -1.728 2.065 -3.154
H 0.792 3.040 -2.644
C -2.123 6.862 -2.590
C -1.475 7.793 -3.499
N -0.971 8.528 -4.223
H -2.104 7.241 -1.570
H -3.164 6.711 -2.871
H -1.628 5.890 -2.588
C 6.787 -1.221 2.257
C 6.615 -0.029 1.447
N 6.481 0.904 0.793
H 6.296 -2.074 1.790
H 7.837 -1.469 2.395
H 6.347 -1.081 3.238
C -2.633 3.477 2.968
C -2.996 4.710 2.289
N -3.260 5.669 1.717
H -3.106 2.623 2.485
H -1.556 3.321 2.927
H -2.945 3.504 4.011
C -1.929 -2.774 -3.438
C -2.098 -4.013 -2.696
N -2.230 -4.994 -2.115
H -2.782 -2.598 -4.093
H -1.832 -1.915 -2.775
H -1.036 -2.805 -4.059
C 3.554 -3.017 3.970
C 4.854 -2.829 4.593
N 5.905 -2.645 5.018
H 2.897 -2.170 4.159
H 3.658 -3.118 2.890
H 3.060 -3.911 4.344
C 0.283 -4.707 6.591
C 0.327 -3.506 5.775
N 0.323 -2.552 5.138
H -0.189 -5.523 6.048
H 1.282 -5.024 6.889
H -0.304 -4.533 7.490
C 0.504 3.137 -7.430
C 0.401 1.861 -6.741
N 0.317 0.854 -6.197
H 0.110 3.063 -8.440
H -0.061 3.908 -6.914
H 1.544 3.458 -7.489
C -3.089 -1.598 4.252
C -3.459 -2.889 4.811
N -3.773 -3.901 5.253
H -3.463 -1.484 3.236
H -3.506 -0.796 4.859
H -2.005 -1.478 4.232
C -4.255 6.274 -7.724
C -3.009 5.568 -7.970
N -2.029 5.005 -8.164
H -4.056 7.294 -7.401
H -4.859 6.310 -8.629
H -4.831 5.773 -6.948
C -5.057 -5.500 7.850
C -3.643 -5.831 7.847
N -2.524 -6.078 7.847
H -5.618 -6.219 7.256
H -5.452 -5.507 8.864
H -5.212 -4.512 7.420
```

Summary:
- Orbital gap: 5.852 eV
- Total charge: -1


# 2
The following is a DFT calculation (wB97M-V/def2-TZVPD) of a molecular structure, C29H51BrCl12HfN8O30 at a distorted geometry.

```
132
C29H51BrCl12HfN8O30 wB97M-V/def2-TZVPD
C -1.084 1.717 -2.977
C -0.317 0.788 -3.902
C 0.363 -0.224 -2.885
N 1.048 -1.436 -3.522
C 0.068 -2.292 -4.366
C 1.624 -2.375 -2.403
C 3.001 -1.783 -2.207
C 3.529 -1.257 -3.495
C 2.339 -1.167 -4.390
H -1.717 2.415 -3.525
H -0.406 2.256 -2.315
H -1.687 1.143 -2.273
H 0.459 1.360 -4.411
H -1.046 0.367 -4.594
H -0.382 -0.688 -2.238
H 1.106 0.342 -2.323
H -0.225 -1.554 -5.112
H -0.813 -2.484 -3.753
H 0.580 -3.177 -4.743
H 1.765 -3.409 -2.718
H 0.916 -2.491 -1.583
H 3.639 -2.538 -1.747
H 2.940 -0.995 -1.456
H 4.217 -2.006 -3.888
H 4.106 -0.349 -3.319
H 2.332 -1.917 -5.181
H 2.208 -0.191 -4.858
Hf -1.362 -0.437 4.904
Cl -0.279 -0.347 0.878
O -0.479 -0.261 2.329
O -1.526 -0.151 0.247
O 0.761 0.528 0.577
O 0.195 -1.645 0.647
Cl 0.859 -2.152 7.892
O 1.993 -2.581 7.178
O 1.188 -1.133 8.823
O -0.106 -1.506 6.977
O 0.077 -3.282 8.348
Cl -0.527 -4.203 3.897
O -0.914 -4.309 2.518
O 0.800 -4.587 3.988
O -0.750 -2.829 4.215
O -1.440 -4.978 4.729
Cl 0.740 2.653 5.530
O -0.005 1.475 5.834
O 1.909 2.631 6.360
O 1.103 2.375 4.191
O -0.180 3.725 5.655
Br -3.768 -1.173 3.733
C -1.462 -7.042 -1.452
Cl -1.254 -8.264 -2.799
Cl -0.453 -7.619 -0.127
Cl -1.047 -5.343 -1.849
Cl -3.171 -7.162 -0.967
C 3.041 4.023 -3.943
Cl 4.638 4.717 -3.770
Cl 1.841 5.143 -4.356
Cl 3.088 2.870 -5.344
Cl 2.670 3.224 -2.468
C 2.776 -2.204 3.486
N 2.341 -0.970 4.235
O 3.248 -0.282 4.600
O 1.175 -0.875 4.597
H 1.933 -2.370 2.814
H 2.919 -2.968 4.249
H 3.610 -1.845 2.883
C 2.252 4.357 1.114
N 3.431 4.577 1.934
O 4.489 4.139 1.498
O 3.399 5.241 2.970
H 2.476 4.672 0.094
H 1.470 5.046 1.433
H 1.984 3.317 1.301
C -3.514 -3.213 -0.063
N -3.830 -2.774 -1.467
O -5.059 -2.720 -1.761
O -2.915 -2.684 -2.267
H -3.601 -4.244 0.280
H -4.152 -2.598 0.572
H -2.476 -2.915 0.083
C -1.824 3.606 2.517
N -2.587 2.751 3.453
O -2.134 1.643 3.747
O -3.641 3.192 3.924
H -1.355 4.258 3.254
H -2.549 4.166 1.927
H -0.989 3.060 2.078
C -6.591 -0.102 -3.482
N -5.225 0.259 -3.979
O -4.275 -0.420 -3.629
O -5.133 1.328 -4.601
H -6.698 -1.180 -3.364
H -7.274 0.221 -4.268
H -6.815 0.399 -2.541
C 2.212 -5.136 0.523
N 3.519 -4.483 0.356
O 3.880 -3.647 1.170
O 4.192 -4.764 -0.590
H 1.591 -4.873 -0.333
H 1.720 -4.848 1.452
H 2.466 -6.196 0.505
C -1.857 6.155 -2.580
N -1.374 5.703 -1.273
O -0.390 4.934 -1.191
O -2.016 5.983 -0.258
H -1.945 7.240 -2.623
H -2.855 5.800 -2.838
H -1.212 5.801 -3.384
C 5.331 -0.563 0.960
C 6.249 -0.606 -0.072
C 6.099 0.214 -1.132
C 5.101 1.161 -1.250
C 4.101 1.104 -0.304
C 4.227 0.297 0.825
H 5.433 -1.192 1.832
H 7.047 -1.332 -0.045
H 6.847 0.217 -1.911
H 5.095 1.762 -2.147
H 3.344 1.871 -0.378
H 3.426 0.418 1.539
C -5.293 0.954 0.803
C -5.766 2.070 1.436
C -5.328 3.308 0.973
C -4.587 3.474 -0.162
C -4.203 2.358 -0.899
C -4.592 1.083 -0.411
H -5.646 0.012 1.199
H -6.368 1.966 2.327
H -5.489 4.206 1.550
H -4.313 4.471 -0.474
H -3.872 2.520 -1.914
H -4.378 0.270 -1.089
```

Summary:
- Orbital gap: 6.117 eV
- Total charge: 0


# 3
The following is a DFT calculation (wB97M-V/def2-TZVPD) of a molecular structure, C29H51NOP2Si4Tb at a distorted geometry.

```
89
C29H51NOP2Si4Tb wB97M-V/def2-TZVPD
C -2.593 3.343 -4.477
C -2.336 2.097 -3.906
C -0.968 1.719 -3.764
C 0.047 2.694 -3.778
C -0.248 3.978 -4.267
C -1.544 4.261 -4.685
C 1.271 2.353 -2.975
C 1.699 0.944 -3.261
C 0.647 -0.001 -3.272
C 0.913 -1.366 -2.918
C 2.235 -1.792 -2.964
C 3.281 -0.870 -3.141
C 3.028 0.493 -3.239
H -3.629 3.622 -4.698
H 0.551 4.716 -4.310
H -1.770 5.224 -5.144
H 2.085 3.076 -3.095
H 2.456 -2.856 -2.849
H 4.307 -1.234 -3.196
H 3.833 1.230 -3.321
N -0.686 0.420 -3.353
Tb -0.219 0.855 -0.971
C -3.379 1.237 -3.244
H -3.352 0.218 -3.651
H -4.389 1.665 -3.358
C -0.234 -2.232 -2.431
H -1.206 -1.809 -2.733
H -0.126 -3.247 -2.849
P -2.979 1.106 -1.414
P -0.293 -2.519 -0.614
C 1.138 -3.564 -0.300
H 1.143 -3.887 0.749
H 1.065 -4.445 -0.959
H 2.067 -3.015 -0.517
C -1.836 -3.412 -0.434
H -1.668 -4.461 -0.715
H -2.237 -3.384 0.584
H -2.585 -2.977 -1.109
C -3.732 2.690 -0.895
H -4.804 2.681 -1.135
H -3.594 2.812 0.185
H -3.257 3.535 -1.410
C -4.221 -0.094 -0.855
H -4.056 -0.277 0.215
H -5.236 0.299 -1.006
H -4.102 -1.043 -1.393
C -0.178 -1.169 0.631
O -1.102 -1.215 1.697
H 0.973 2.408 -1.786
C -3.238 -2.398 3.035
Si -1.393 -2.258 3.016
C -0.757 -1.440 4.550
C -0.597 -3.937 2.835
Si 1.363 -0.148 1.109
Si 1.053 2.185 1.398
C 0.794 2.518 3.231
C 2.638 3.010 0.796
C -0.447 2.961 0.505
Si 2.981 -0.772 2.619
C 2.641 -0.278 4.409
C 3.253 -2.632 2.564
C 4.541 0.125 2.062
H -3.538 -3.306 3.577
H -3.680 -2.426 2.034
H -3.644 -1.527 3.566
H -1.539 -1.540 5.315
H 0.141 -1.940 4.934
H -0.557 -0.372 4.406
H -0.893 -4.496 1.938
H 0.498 -3.919 2.892
H -0.968 -4.510 3.701
H 1.727 2.477 3.806
H 0.373 3.530 3.325
H 0.082 1.811 3.679
H 2.872 2.757 -0.247
H 2.491 4.097 0.866
H 3.496 2.724 1.416
H -0.494 3.004 -0.616
H -1.413 2.595 0.889
H -0.365 4.023 0.785
H 1.636 -0.544 4.752
H 3.366 -0.817 5.036
H 2.793 0.796 4.569
H 3.448 -2.986 1.543
H 4.137 -2.859 3.178
H 2.402 -3.189 2.976
H 4.659 0.108 0.971
H 4.559 1.168 2.401
H 5.397 -0.401 2.507
```

Summary:
- Spin multiplicity: 7
- Orbital gap (alpha / beta): 6.103 / 6.405 eV
- Total charge: +1


# 4
The following is a DFT calculation (wB97M-V/def2-TZVPD) of 5 unconnected molecules or ions with the total composition C29H52BF9O7P at a distorted geometry.

```
99
C29H52BF9O7P wB97M-V/def2-TZVPD
C 2.977 -1.227 -0.866
C 1.519 -0.699 -0.491
C 0.323 -1.798 -0.542
C 1.166 0.636 -0.146
C 1.547 1.936 -1.013
C 0.240 2.855 -1.172
C -0.869 2.283 -2.192
C -0.358 1.037 -3.092
C -2.125 1.823 -1.260
C -3.356 1.225 -2.100
B -4.828 1.887 -1.675
C -5.184 1.596 -0.101
P -4.650 -0.074 0.580
O -3.235 -0.050 1.220
O -5.718 -0.397 1.914
O -4.841 -1.389 -0.471
C -4.612 3.527 -1.873
C -3.733 4.140 -3.030
C -3.501 5.687 -3.178
C -4.127 6.705 -2.192
C -5.030 6.135 -1.061
C -5.255 4.602 -0.927
C -5.904 1.300 -2.766
F -5.651 1.907 -4.064
F -5.760 -0.125 -3.020
C -7.456 1.580 -2.459
F -8.082 1.827 -3.742
F -7.706 2.764 -1.704
C -8.267 0.313 -1.864
F -8.563 -0.664 -2.872
F -7.616 -0.337 -0.791
C -9.729 0.750 -1.289
F -9.657 1.406 -0.048
F -10.503 1.417 -2.258
F -10.415 -0.489 -1.036
H 2.927 -2.022 -1.692
H 3.380 -1.753 0.079
H 3.692 -0.372 -1.162
H 0.138 -2.006 -1.664
H 0.572 -2.747 0.048
H -0.621 -1.259 -0.155
H 0.527 0.820 0.788
H 2.300 2.555 -0.382
H 2.085 1.702 -1.992
H 0.601 3.860 -1.614
H -0.236 3.081 -0.158
H -1.136 3.118 -2.920
H -0.241 0.077 -2.485
H 0.637 1.336 -3.597
H -1.103 0.891 -3.960
H -1.696 0.950 -0.631
H -2.405 2.637 -0.510
H -3.330 0.089 -1.988
H -3.241 1.427 -3.236
H -4.660 2.379 0.571
H -6.310 1.705 0.160
H -6.209 0.441 2.105
H -5.648 -1.908 -0.261
H -3.224 3.496 -3.814
H -2.839 6.053 -4.046
H -3.883 7.805 -2.348
H -5.496 6.872 -0.323
H -5.902 4.233 -0.054
C -1.202 6.731 1.671
C -1.028 6.392 0.203
O -1.707 5.186 -0.106
H -0.815 5.924 2.299
H -0.678 7.657 1.923
H -2.261 6.848 1.918
H 0.029 6.255 -0.035
H -1.425 7.192 -0.432
H -2.645 5.317 0.099
C 6.146 -4.362 2.255
C 5.066 -3.398 1.803
O 5.121 -3.223 0.392
H 7.132 -3.991 1.974
H 6.117 -4.500 3.338
H 6.021 -5.336 1.772
H 5.206 -2.421 2.271
H 4.072 -3.771 2.072
H 4.988 -4.089 -0.014
C 9.461 -5.186 5.139
C 9.755 -4.506 3.818
O 8.675 -3.652 3.453
H 8.540 -5.771 5.073
H 10.280 -5.849 5.427
H 9.312 -4.445 5.931
H 9.880 -5.247 3.027
H 10.670 -3.908 3.880
H 8.575 -2.993 4.153
C 8.115 -9.180 2.224
C 8.476 -7.970 3.062
O 9.889 -7.880 3.214
H 8.490 -10.095 2.691
H 7.032 -9.264 2.105
H 8.574 -9.116 1.233
H 8.034 -8.048 4.057
H 8.113 -7.049 2.595
H 10.272 -7.802 2.331
```

Summary:
- Orbital gap: 6.808 eV
- Total charge: -1


Number 1: E_tot -7664.32605 Ha. Number 2: E_tot -11973.30624 Ha. Number 3: E_tot -3930.60786 Ha. Number 4: E_tot -2927.70963 Ha.